*a*
20
Properties=species:S:1:pos:R:3 method="wB97M-V/def2-TZVPD" orbital_gap_ev=8.880 total_charge=0 smiles=CN[C@H](C)CS.O e_lumo_ev=0.6 homo_energy_ev=-8.291
C 0.6613 -2.1313 1.1950
N -0.0005 -0.9009 0.7892
C 0.4800 -0.1367 -0.3577
C 1.6166 0.8509 -0.0266
C -0.7143 0.5352 -1.0986
S -0.5018 0.3595 -2.8863
H 1.6948 -1.9429 1.5157
H 0.0873 -2.7213 1.9228
H 0.8128 -2.7269 0.2991
H -0.3598 -0.3578 1.5676
H 0.8948 -0.9148 -1.0183
H 2.1057 1.3025 -0.8623
H 1.1023 1.7511 0.4918
H 2.1789 0.2299 0.6666
H -1.6843 0.0282 -0.9155
H -0.7533 1.5909 -0.7569
H 0.3835 1.3687 -2.9885
O -1.0174 0.8130 4.3384
H -1.0842 1.5689 3.7427
H -1.9099 0.4475 4.3543

---

*b*
20
Properties=species:S:1:pos:R:3 method="wB97M-V/def2-TZVPD" orbital_gap_ev=9.444 total_charge=0 smiles=CCNCCS.O e_lumo_ev=0.6 homo_energy_ev=-8.809
C 1.6061 1.2802 -0.6481
C 0.4177 1.0842 -1.5292
N -0.7085 0.4111 -0.8744
C -0.8443 -0.9827 -0.8340
C 0.0393 -1.8780 0.0454
S -0.6803 -2.0704 1.7227
H 1.7411 0.3507 -0.0873
H 1.1780 1.8609 0.1966
H 2.4772 1.7014 -1.0041
H 0.1311 2.0267 -1.9613
H 0.6398 0.3643 -2.3404
H -0.6090 0.6139 0.1671
H -1.9508 -1.3542 -0.8693
H -0.4166 -1.4803 -1.7405
H 1.0092 -1.3388 0.0139
H 0.2768 -2.8558 -0.4219
H 0.5692 -2.4991 2.1279
O -1.8849 1.5183 2.3421
H -1.7540 0.9967 3.2078
H -1.2372 2.2508 2.4869

---

Short version: *a* is the most stable of them.

---

*a*
19
Properties=species:S:1:pos:R:3 method="wB97M-V/def2-TZVPD" orbital_gap_ev=8.531 total_charge=0 smiles=CCSSC.O.O e_lumo_ev=0.2 homo_energy_ev=-8.324
C 0.8178 0.9246 -2.0610
C 0.7123 0.6411 -0.6063
S -0.7972 1.1480 0.2104
S -1.1091 -0.6022 1.3632
C -2.5066 0.0702 2.3824
H 0.5667 1.9338 -2.3321
H 0.3182 0.1552 -2.7496
H 1.8501 0.8347 -2.3471
H 0.9906 -0.3846 -0.3828
H 1.6220 1.1432 -0.1565
H -2.2697 0.3505 3.3497
H -3.1521 0.7110 1.7526
H -3.0181 -0.8513 2.4770
O -1.0220 -2.0366 -1.7727
H -1.5051 -1.6219 -2.5298
H -1.1809 -1.5052 -0.9413
O 3.5034 -0.5871 1.4466
H 2.7549 -0.5298 2.0425
H 3.4246 0.2061 0.8546

---

*b*
19
Properties=species:S:1:pos:R:3 method="wB97M-V/def2-TZVPD" orbital_gap_ev=9.255 total_charge=0 smiles=CCCSS.O.O e_lumo_ev=-0.2 homo_energy_ev=-9.425
C -0.7122 -0.1170 2.5733
C 0.0344 0.1050 1.3155
C -0.4104 -0.9393 0.1979
S 0.1690 -0.6210 -1.5518
S -1.6703 -0.4846 -2.6421
H -1.7881 -0.3663 2.3489
H -0.7636 0.6028 3.3851
H -0.5257 -1.0887 2.9519
H -0.2030 0.9903 0.8423
H 1.1760 -0.0339 1.4168
H -0.1315 -1.9379 0.4189
H -1.5184 -0.9737 0.1133
H -2.2307 0.7591 -2.4756
O -2.4998 3.6023 -3.2844
H -3.4719 3.6833 -3.4788
H -2.4672 2.6272 -3.0572
O 6.0779 -2.0518 0.3895
H 5.1866 -2.5925 0.3318
H 5.7490 -1.1630 0.2049

---

Short version: *a* is the most stable of them.

---

*a*
19
Properties=species:S:1:pos:R:3 method="wB97M-V/def2-TZVPD" orbital_gap_ev=8.993 total_charge=0 smiles=CCSSC.O.O e_lumo_ev=0.2 homo_energy_ev=-8.818
C 0.5643 -1.1803 -3.0029
C -0.4012 -1.1623 -1.7859
S 0.1841 -1.4343 -0.0458
S 2.1030 -0.3601 -0.2538
C 1.8296 1.1856 0.6679
H 0.9447 -0.1957 -3.1239
H 1.3910 -1.7089 -2.7345
H 0.0212 -1.7697 -3.8396
H -1.0784 -1.9639 -2.0274
H -0.8282 -0.1686 -1.7818
H 1.2429 1.3301 1.6149
H 1.3692 1.8478 -0.2043
H 2.7869 1.5409 0.9097
O -2.0945 1.1582 0.5236
H -1.9108 1.9819 0.0820
H -1.4382 0.4483 0.4626
O -3.3239 2.4765 3.6422
H -3.5990 2.5819 2.7078
H -4.1043 2.6506 4.1281

---

*b*
19
Properties=species:S:1:pos:R:3 method="wB97M-V/def2-TZVPD" orbital_gap_ev=8.796 total_charge=0 smiles=CCCSS.O.O e_lumo_ev=0.6 homo_energy_ev=-8.179
C 1.4514 -1.2185 1.6418
C -0.0701 -0.9709 1.4667
C -0.8125 -1.5804 2.7230
S -2.2734 -0.5136 3.1434
S -3.4568 -0.9600 1.5729
H 2.1155 -0.4815 2.1350
H 1.8738 -1.3724 0.6494
H 1.6208 -2.0708 2.3012
H -0.2504 0.0918 1.5425
H -0.3455 -1.5932 0.6185
H -1.0553 -2.6229 2.5397
H -0.1860 -1.5639 3.6242
H -3.2194 -2.2905 1.3836
O -2.0389 5.1215 -2.5023
H -1.2341 5.0936 -1.9578
H -1.7794 5.0620 -3.4370
O 2.9132 0.8797 -5.9136
H 3.1382 0.4526 -5.0728
H 3.6087 0.5374 -6.4584

---

Short version: *b* is the most stable of them.

---

*a*
50
Properties=species:S:1:pos:R:3 method="wB97M-V/def2-TZVPD" orbital_gap_ev=9.269 total_charge=0 smiles="Cc1ccc(CNC(=O)CCC(=O)N2C[C@H](C)Oc3ccccc32)cc1" e_lumo_ev=0.7 homo_energy_ev=-8.579
C 4.5738 -0.8967 2.2218
C 3.7682 -0.5136 1.0174
C 2.9915 -1.4487 0.3455
C 2.2640 -1.0947 -0.7757
C 2.2915 0.2111 -1.2513
C 1.4853 0.5982 -2.4633
N 0.1766 -0.0183 -2.4498
C -0.1998 -0.9277 -3.3780
O 0.4499 -1.1359 -4.3814
C -1.4970 -1.6771 -3.1126
C -2.3415 -1.2077 -1.9280
C -1.6503 -1.5541 -0.6182
O -0.9395 -2.5335 -0.5097
N -1.8160 -0.6982 0.4362
C -0.9358 -0.8278 1.5834
C -0.0691 0.4292 1.6716
C 0.8550 0.4013 2.8801
O -0.8822 1.5913 1.7796
C -2.1096 1.5642 1.1996
C -2.8887 2.7108 1.3272
C -4.1618 2.7574 0.7972
C -4.6857 1.6468 0.1551
C -3.9246 0.5011 0.0256
C -2.6206 0.4556 0.5086
C 3.0645 1.1497 -0.5800
C 3.7953 0.7901 0.5370
H 5.6192 -1.0298 1.9426
H 4.5286 -0.1187 2.9815
H 4.2173 -1.8307 2.6495
H 2.9545 -2.4687 0.7001
H 1.6645 -1.8380 -1.2803
H 1.9754 0.2500 -3.3793
H 1.3805 1.6881 -2.5166
H -0.3417 0.0710 -1.5925
H -1.2128 -2.7210 -2.9515
H -2.0832 -1.6389 -4.0325
H -2.5577 -0.1407 -1.9975
H -3.2890 -1.7518 -1.9591
H -0.3151 -1.7126 1.4406
H -1.5340 -0.9350 2.4940
H 0.5340 0.5101 0.7537
H 0.2725 0.3125 3.7937
H 1.5374 -0.4385 2.7998
H 1.4281 1.3229 2.9192
H -2.4667 3.5517 1.8537
H -4.7522 3.6544 0.9000
H -5.6916 1.6657 -0.2339
H -4.3493 -0.3767 -0.4334
H 3.0950 2.1698 -0.9362
H 4.3932 1.5322 1.0465

---

*b*
50
Properties=species:S:1:pos:R:3 method="wB97M-V/def2-TZVPD" orbital_gap_ev=8.710 total_charge=0 smiles="Cc1ccc(NC(=O)[C@@H]2CCCN2C(=O)OCc2ccccc2)cc1C" e_lumo_ev=0.7 homo_energy_ev=-7.991
C 1.3304 -4.2129 -5.0567
C 1.3727 -3.4682 -3.7573
C 1.5125 -2.0867 -3.7439
C 1.5557 -1.3803 -2.5587
C 1.4570 -2.0561 -1.3462
N 1.5194 -1.2924 -0.1743
C 1.3377 -1.6852 1.1011
O 1.1078 -2.8135 1.4829
C 1.4646 -0.4966 2.0900
C 1.4086 -0.9728 3.5451
C 0.4432 -0.0144 4.2416
C -0.5254 0.3574 3.1230
N 0.3332 0.4174 1.9566
C 0.2944 1.3656 1.0091
O 1.1054 1.4547 0.1029
O -0.7525 2.1990 1.1535
C -0.8647 3.2147 0.1594
C -1.9585 4.1723 0.5383
C -3.0884 3.7254 1.2101
C -4.0984 4.6106 1.5431
C -3.9936 5.9472 1.1987
C -2.8717 6.3968 0.5231
C -1.8563 5.5148 0.1984
C 1.3165 -3.4386 -1.3487
C 1.2733 -4.1473 -2.5398
C 1.1221 -5.6376 -2.5093
H 1.4213 -3.5279 -5.8959
H 2.1427 -4.9373 -5.1114
H 0.3933 -4.7602 -5.1564
H 1.5898 -1.5529 -4.6805
H 1.6640 -0.3054 -2.5632
H 1.6258 -0.2886 -0.3265
H 2.3875 0.0460 1.8529
H 1.0140 -1.9910 3.5515
H 2.3940 -0.9820 4.0052
H 0.9713 0.8766 4.5847
H -0.0591 -0.4726 5.0901
H -1.2774 -0.4269 2.9823
H -1.0246 1.3135 3.2739
H 0.0962 3.7321 0.0590
H -1.0884 2.7404 -0.8070
H -3.1669 2.6821 1.4748
H -4.9714 4.2545 2.0700
H -4.7832 6.6372 1.4564
H -2.7842 7.4387 0.2528
H -0.9794 5.8689 -0.3242
H 1.2388 -3.9615 -0.4098
H 1.9719 -6.1192 -2.9924
H 1.0566 -5.9947 -1.4853
H 0.2224 -5.9431 -3.0428

---

Short version: *b* is the most stable of them.